The following is a quantum chemistry calculation of a gas-phase ion, C6H14N3 (charge +1) at a distorted geometry, from OMol25.

Element x y z (Å)
C (0.584, 0.612, 1.088)
C (1.421, -0.104, -0.064)
C (-1.525, 0.042, 0.024)
C (2.634, 0.718, -0.316)
C (-1.319, 1.014, -1.045)
C (-2.787, -0.754, -0.054)
N (-0.744, 0.073, 1.108)
N (0.759, -0.973, -0.914)
N (1.530, -1.615, 0.042)
H (1.068, 0.648, 2.108)
H (0.514, 1.633, 0.789)
H (3.383, 0.282, -1.058)
H (3.139, 0.963, 0.582)
H (2.231, 1.585, -0.852)
H (-2.120, 0.792, -1.775)
H (-0.276, 0.804, -1.490)
H (-1.505, 1.921, -0.592)
H (-3.540, -0.397, 0.723)
H (-2.594, -1.797, 0.026)
H (-3.267, -0.619, -1.000)
H (-0.916, -0.555, 1.860)
H (2.380, -2.150, -0.066)
H (0.949, -2.123, 0.877)

Cartesian forces (eV/Å) of the 2 atoms listed first:
C 0.6 -0.2 0.2
C 0.0 -1.4 1.6

Its total charge is +1. The value obtained for the frontier orbital gap is 8.426 eV. The HOMO energy comes out at -12.21 eV. For the lowest unoccupied orbital energy, the calculation gives -3.8 eV.

Mulliken atomic charges, in units of e: number 1, C, carries -1.04; number 2, C, carries 0.95; number 3, C, carries 1.10; number 4, C, carries -1.50; number 5, C, carries -1.24; number 6, C, carries -1.47; number 7, N, carries -0.03; number 8, N, carries -0.71; number 9, N, carries -0.11; number 10, H, carries 0.43; number 11, H, carries 0.36; number 12, H, carries 0.39; number 13, H, carries 0.37; number 14, H, carries 0.36; number 15, H, carries 0.43; number 16, H, carries 0.29; number 17, H, carries 0.37; number 18, H, carries 0.34; number 19, H, carries 0.42; number 20, H, carries 0.41; number 21, H, carries 0.30; number 22, H, carries 0.25; number 23, H, carries 0.31